1.
Below is a structure of composition H5N3 at a distorted geometry, with properties calculated with wB97M-V/def2-TZVPD.

The spin multiplicity is 3. The calculated total energy is -4545.182 eV. Its expectation value of S² is 2.010. The LUMO energy (spin up / spin down) comes out at 1.00 / -0.99 eV. The HOMO energy (spin up / spin down) is -5.97 / -9.55 eV. The calculation puts the orbital gap (spin up / spin down) at 0.25592 / 0.31446 Ha. As for the energy relative to the best compared isomer or geometry (same formula, charge and spin): 251.3 kJ/mol.

Positions of all 8 atoms, in Å:
N1 1.1331 -0.1161 -0.1451
N2 -1.4388 0.0785 0.0202
N3 0.2472 0.9223 -0.0387
H1 1.3253 -0.6006 0.6781
H2 1.0197 -0.7975 -0.8642
H3 -1.2507 -0.0466 -1.0149
H4 -1.2888 -0.8358 0.4891
H5 0.2530 1.3958 0.8755

Atoms 1-3, force components in eV/Å:
N -0.6963 1.8221 0.5030
N -3.7505 -2.5876 -1.3586
N 4.6697 1.8502 -0.5692

Results of the Mulliken charge analysis, in e, for atoms 1 through 2:
1. N -0.23
2. N -0.51

2.
Below is a cluster of 3 separate species, H5N3O in total at a distorted geometry, with properties calculated with wB97M-V/def2-TZVPD.

The calculated total energy is -6593.096 eV. The LUMO energy comes out at 0.55 eV. The HOMO energy is -9.02 eV. The calculation puts the orbital gap at 0.35175 Ha. As for the energy relative to the best compared isomer or geometry (same formula, charge and spin): 328.0 kJ/mol.

Positions of all 9 atoms, in Å:
N1 -0.1360 0.1167 0.7429
N2 -0.2493 -0.6451 -0.3151
N3 0.3327 -0.2426 -1.4524
O1 1.0206 0.9183 0.8243
H1 0.8306 1.7302 1.3116
H2 -1.1281 -0.6980 1.5240
H3 -1.8824 -0.9381 1.0916
H4 0.6633 0.7152 -1.5837
H5 0.5486 -0.9566 -2.1432

Atoms 1-3, force components in eV/Å:
N 1.3035 -0.9589 -2.1105
N 0.7243 3.0554 1.3083
N 0.5759 -0.0351 0.2454

Results of the Mulliken charge analysis, in e, for atoms 1 through 2:
1. N 0.02
2. N -0.14

Question: The lowest calculated total energy belongs to which entry?
Answer: H5N3O

What did the first record say?
Below is a structure of composition H5N3 at a distorted geometry, with properties calculated with wB97M-V/def2-TZVPD.

The spin multiplicity is 3. The calculated total energy is -4545.182 eV. Its expectation value of S² is 2.010. The LUMO energy (spin up / spin down) comes out at 1.00 / -0.99 eV. The HOMO energy (spin up / spin down) is -5.97 / -9.55 eV. The calculation puts the orbital gap (spin up / spin down) at 0.25592 / 0.31446 Ha. As for the energy relative to the best compared isomer or geometry (same formula, charge and spin): 251.3 kJ/mol.

Positions of all 8 atoms, in Å:
N1 1.1331 -0.1161 -0.1451
N2 -1.4388 0.0785 0.0202
N3 0.2472 0.9223 -0.0387
H1 1.3253 -0.6006 0.6781
H2 1.0197 -0.7975 -0.8642
H3 -1.2507 -0.0466 -1.0149
H4 -1.2888 -0.8358 0.4891
H5 0.2530 1.3958 0.8755

Atoms 1-3, force components in eV/Å:
N -0.6963 1.8221 0.5030
N -3.7505 -2.5876 -1.3586
N 4.6697 1.8502 -0.5692

Results of the Mulliken charge analysis, in e, for atoms 1 through 2:
1. N -0.23
2. N -0.51

Question: Look up the calculated total energy of the first one.
Answer: -4545.182 eV

Question: energy relative to the best compared isomer or geometry (same formula, charge and spin) of number 2 (H5N3O)?
Answer: 328.0 kJ/mol